(1)
{"formula": "C4H10BF2NO8S2", "method": "wB97M-V/def2-TZVPD", "homo_lumo_gap_ev": 4.41, "homo_ev": 0.0, "charge": -2, "fmax_ha_per_bohr": 0.036, "e_tot_ev": -49965.5530, "species": ["C", "C", "C", "F", "N", "B", "O", "O", "C", "S", "O", "O", "F", "H", "H", "H", "H", "H", "H", "H", "H", "H", "H", "O", "S", "O", "O", "O"], "xyz": [[2.34, 0.97, -0.07], [1.97, 0.97, -1.57], [0.49, 0.86, -1.86], [-0.13, 1.88, -1.16], [-0.22, -0.37, -1.44], [-1.03, -0.20, -0.12], [-0.45, -0.54, 1.00], [-2.29, 0.33, -0.24], [-2.99, 0.25, -1.46], [0.53, -1.77, -1.62], [-0.40, -2.83, -1.41], [1.32, -1.74, -2.82], [1.56, -1.87, -0.46], [1.48, 0.97, 0.59], [2.91, 1.87, 0.16], [2.99, 0.13, 0.19], [2.26, 1.93, -2.00], [2.54, 0.22, -2.13], [0.26, 1.04, -2.91], [-1.05, -0.70, 1.84], [-2.56, 0.91, -2.22], [-3.03, -0.77, -1.84], [-4.02, 0.59, -1.27], [-0.56, -1.53, 5.56], [-0.48, -0.42, 4.58], [-1.10, 0.81, 5.13], [-1.26, -0.83, 3.35], [0.93, -0.16, 4.19]], "lowdin_charge": [-0.062, -0.182, -0.336, 0.027, -0.025, -0.773, 0.199, 0.062, -0.094, 0.587, -0.232, -0.274, -0.107, 0.081, 0.069, 0.071, 0.107, 0.095, 0.146, 0.081, 0.080, 0.090, 0.084, -0.482, 0.206, -0.485, -0.457, -0.479]}

(2)
{"formula": "C6H10FN3S", "method": "wB97M-V/def2-TZVPD", "homo_lumo_gap_ev": 7.59, "homo_ev": -7.5, "charge": 0, "fmax_ha_per_bohr": 0.185, "e_tot_ev": -24403.0313, "species": ["C", "C", "C", "C", "C", "C", "H", "H", "H", "H", "H", "H", "H", "H", "H", "H", "N", "N", "N", "F", "S"], "xyz": [[-1.44, -1.43, -0.39], [-1.70, -0.14, 0.38], [-2.35, 0.88, -0.47], [1.60, 1.78, 0.09], [1.73, 0.54, -0.45], [1.14, -0.68, 0.04], [-2.38, -1.84, -0.75], [-0.78, -1.24, -1.24], [-0.97, -2.15, 0.28], [-0.76, 0.29, 0.76], [0.40, 1.44, 1.70], [0.89, 3.11, 1.48], [2.11, 2.60, -0.41], [2.34, 0.47, -1.35], [1.04, -2.67, -0.39], [2.01, -1.75, -1.50], [-2.86, 1.67, -1.14], [0.91, 2.15, 1.18], [1.43, -1.79, -0.68], [-2.51, -0.40, 1.46], [0.16, -0.84, 1.40]], "lowdin_charge": [-0.136, -0.584, -0.146, -0.176, -0.112, -0.703, 0.100, 0.090, 0.017, -0.084, 0.035, 0.109, 0.124, 0.099, 0.103, 0.110, 0.145, 0.097, 0.054, -0.007, 0.866]}